Here is H22HeO11 as an isolated structure in a non-equilibrium geometry from the Open Molecules 2025 dataset. Energies are from ωB97M-V with the def2-TZVPD basis set.

Positions of all 34 atoms, in Å:
He  0.189  -0.116  -0.398
O  0.372  -2.315  -1.840
H  0.625  -3.185  -1.531
H  1.175  -1.797  -1.784
O  1.410  -0.022  2.815
H  1.355  0.870  3.160
H  1.887  0.069  1.991
O  -2.001  -1.165  -1.168
H  -1.123  -1.499  -1.354
H  -2.569  -1.633  -1.780
O  2.124  2.342  -0.514
H  2.044  1.488  -0.939
H  1.543  2.288  0.245
O  3.285  -0.399  0.451
H  2.952  -0.475  -0.443
H  4.157  -0.016  0.352
O  2.437  0.003  -2.364
H  3.243  0.509  -2.464
H  2.048  -0.002  -3.239
O  -2.613  0.681  1.106
H  -2.509  0.426  0.189
H  -1.950  1.356  1.244
O  -2.979  -2.285  1.605
H  -3.912  -2.488  1.544
H  -2.914  -1.369  1.335
O  -1.889  2.455  -1.359
H  -2.447  1.716  -1.602
H  -1.371  2.633  -2.145
O  -0.338  -2.475  2.220
H  0.171  -1.664  2.233
H  -1.165  -2.231  1.804
O  -0.305  2.395  0.929
H  -0.049  3.158  1.447
H  -0.884  2.748  0.253

Summary:
Multiplicity: 1
LUMO: -0.010 Ha
Charge: 0
ΔE to the lowest compared entry with this formula, charge and spin: 22.02 kcal per mole
Max |F|: 1.165 eV Å⁻¹



Here is a 10-piece molecular cluster, H22NO9 overall in a non-equilibrium geometry from the Open Molecules 2025 dataset. Energies are from ωB97M-V with the def2-TZVPD basis set.

Positions of all 32 atoms, in Å:
N  -0.377  0.155  0.562
H  -1.074  -0.441  0.070
H  -0.525  0.484  1.469
H  -0.481  0.962  0.034
H  0.532  -0.142  0.566
O  0.600  3.156  0.761
H  -0.209  3.759  0.465
H  0.807  3.412  1.760
O  3.143  -1.597  0.935
H  3.914  -2.120  1.041
H  2.522  -1.718  1.724
O  -0.628  1.853  -2.578
H  -1.469  2.237  -2.230
H  -0.075  2.660  -2.714
O  -3.441  -0.898  1.354
H  -4.408  -1.052  1.173
H  -3.165  -0.552  2.254
O  0.240  -0.579  -2.529
H  -0.194  0.307  -2.651
H  1.085  -0.596  -2.493
O  -0.279  -2.748  0.418
H  -1.105  -2.996  -0.092
H  0.234  -3.335  -0.112
O  -2.194  -1.604  -2.153
H  -2.522  -1.004  -2.989
H  -1.371  -1.334  -2.369
O  2.281  1.668  -0.816
H  3.035  2.367  -1.052
H  1.700  2.329  -0.206
O  1.000  -0.856  3.149
H  0.679  -1.540  3.805
H  1.744  -0.238  3.444

Summary:
Multiplicity: 1
LUMO: -0.129 Ha
Charge: +1
ΔE to the lowest compared entry with this formula, charge and spin: 107.89 kcal per mole
Max |F|: 9.981 eV Å⁻¹



Here is H22NeO11 as an isolated structure from the Open Molecules 2025 dataset. Energies are from ωB97M-V with the def2-TZVPD basis set.

Positions of all 34 atoms, in Å:
Ne  -11.201  -8.958  13.757
O  -12.520  -12.182  15.009
H  -12.220  -13.070  15.203
H  -13.454  -12.194  15.218
O  -13.638  -6.921  12.213
H  -14.413  -7.323  12.605
H  -13.987  -6.274  11.600
O  -11.022  -10.004  16.509
H  -11.258  -10.620  15.817
H  -11.464  -9.190  16.267
O  -9.539  -10.817  10.865
H  -9.187  -10.164  11.470
H  -9.948  -11.472  11.431
O  -11.996  -11.777  12.319
H  -12.228  -11.867  13.243
H  -12.074  -10.839  12.143
O  -8.253  -7.860  15.029
H  -8.444  -7.778  15.963
H  -7.299  -7.812  14.973
O  -11.024  -4.860  15.304
H  -11.134  -4.320  16.087
H  -11.628  -5.592  15.430
O  -8.219  -8.808  12.385
H  -8.527  -8.040  11.904
H  -8.286  -8.558  13.306
O  -12.773  -9.415  11.274
H  -13.055  -8.603  11.696
H  -12.563  -9.158  10.376
O  -9.163  -8.337  17.819
H  -9.776  -8.025  18.485
H  -9.678  -8.941  17.283
O  -12.595  -6.942  16.385
H  -12.713  -6.525  17.238
H  -13.345  -6.648  15.868

Summary:
Multiplicity: 1
LUMO: -0.012 Ha
Charge: 0
ΔE to the lowest compared entry with this formula, charge and spin: 23.35 kcal per mole
Max |F|: 0.868 eV Å⁻¹



Here is a 11-piece molecular cluster, H22O11 overall in a non-equilibrium geometry from the Open Molecules 2025 dataset. Energies are from ωB97M-V with the def2-TZVPD basis set.

Positions of all 33 atoms, in Å:
O  -1.466  1.851  3.175
H  -2.256  1.768  2.641
H  -0.903  1.134  2.884
O  -0.687  -0.640  3.495
H  -0.012  -0.919  4.114
H  -0.469  -1.093  2.681
O  1.838  -0.988  2.298
H  2.473  -0.327  2.020
H  2.067  -1.768  1.792
O  0.729  -2.220  -2.669
H  0.116  -1.485  -2.644
H  0.566  -2.640  -3.513
O  -1.051  -0.369  -3.829
H  -1.288  -0.035  -2.964
H  -1.669  0.053  -4.427
O  -0.184  0.812  0.406
H  0.294  0.161  0.919
H  -0.186  0.460  -0.485
O  -0.461  3.307  -0.528
H  -1.324  3.633  -0.786
H  -0.612  2.392  -0.289
O  -2.457  0.759  -1.526
H  -2.986  1.527  -1.741
H  -2.822  0.439  -0.702
O  3.245  0.755  0.620
H  3.165  1.707  0.678
H  2.775  0.523  -0.181
O  -1.073  -2.797  1.276
H  -0.136  -2.781  1.078
H  -1.149  -3.387  2.026
O  1.932  0.174  -1.569
H  1.882  -0.720  -1.908
H  2.108  0.714  -2.340

Summary:
Multiplicity: 2
LUMO (alpha / beta): 0.101 / 0.096 Ha
Charge: -1
ΔE to the lowest compared entry with this formula, charge and spin: 23.10 kcal per mole
Max |F|: 1.515 eV Å⁻¹



Here is a 11-piece molecular cluster, H22O11 overall from the Open Molecules 2025 dataset. Energies are from ωB97M-V with the def2-TZVPD basis set.

Positions of all 33 atoms, in Å:
O  -2.171  -1.133  -2.989
H  -1.391  -1.449  -2.502
H  -2.420  -1.873  -3.549
O  2.083  -2.619  0.163
H  2.859  -2.057  0.061
H  2.437  -3.502  0.319
O  -0.592  2.170  -2.221
H  -1.444  2.522  -1.951
H  -0.218  1.769  -1.404
O  -0.362  1.196  2.668
H  -0.270  1.368  1.717
H  0.548  1.134  2.989
O  -2.106  3.286  0.465
H  -2.643  3.707  -0.211
H  -2.121  2.347  0.235
O  2.448  0.965  2.751
H  2.512  0.613  1.846
H  2.342  0.189  3.313
O  -0.442  -1.836  1.735
H  -0.171  -1.461  2.579
H  0.374  -1.967  1.241
O  -3.125  1.004  -0.954
H  -4.000  0.658  -0.759
H  -2.907  0.641  -1.825
O  -0.028  -2.220  -1.466
H  -0.753  -2.838  -1.315
H  0.628  -2.428  -0.770
O  0.270  0.808  -0.121
H  -0.344  0.060  -0.187
H  1.148  0.405  -0.100
O  2.936  0.017  0.164
H  3.809  -0.278  0.454
H  3.114  0.801  -0.376

Summary:
Multiplicity: 1
LUMO: -0.028 Ha
Charge: 0
ΔE to the lowest compared entry with this formula, charge and spin: 35.14 kcal per mole
Structure (SMILES): O.O.O.O.O.O.O.O.O.O.O
Max |F|: 0.789 eV Å⁻¹



Here is a 11-piece molecular cluster, H22O11 overall from the Open Molecules 2025 dataset. Energies are from ωB97M-V with the def2-TZVPD basis set.

Positions of all 33 atoms, in Å:
O  0.434  0.078  -0.245
H  0.185  -0.522  -0.948
H  0.664  -0.492  0.487
O  -1.965  3.833  2.394
H  -2.631  3.634  3.052
H  -1.428  3.042  2.350
O  1.043  -4.830  5.433
H  0.989  -4.292  4.644
H  1.355  -4.231  6.111
O  -0.280  -3.683  -2.817
H  0.011  -4.412  -2.269
H  0.090  -3.869  -3.680
O  -0.951  1.952  -6.044
H  -0.008  1.904  -5.889
H  -1.243  2.698  -5.520
O  -1.839  5.063  -2.456
H  -1.771  5.984  -2.706
H  -1.814  5.071  -1.499
O  3.499  3.744  -2.226
H  3.226  3.921  -3.126
H  2.848  3.127  -1.894
O  -1.652  -1.004  3.919
H  -2.007  -1.463  4.679
H  -2.416  -0.610  3.497
O  -4.266  -3.104  -5.211
H  -4.722  -3.943  -5.280
H  -3.357  -3.340  -5.028
O  2.120  2.257  5.842
H  2.889  1.771  5.544
H  1.380  1.811  5.430
O  3.513  -3.520  1.156
H  3.816  -2.729  1.602
H  4.287  -3.848  0.698

Summary:
Multiplicity: 1
LUMO: -0.002 Ha
Charge: 0
ΔE to the lowest compared entry with this formula, charge and spin: 63.72 kcal per mole
Structure (SMILES): O.O.O.O.O.O.O.O.O.O.O
Max |F|: 0.319 eV Å⁻¹



Here is a 11-piece molecular cluster, H22O11 overall in a non-equilibrium geometry from the Open Molecules 2025 dataset. Energies are from ωB97M-V with the def2-TZVPD basis set.

Positions of all 33 atoms, in Å:
O  -9.117  -1.276  -17.826
H  -9.504  -1.547  -17.046
H  -9.561  -1.821  -18.515
O  -8.252  -6.260  -20.558
H  -7.704  -6.260  -21.344
H  -8.428  -7.190  -20.345
O  -8.491  -3.691  -19.705
H  -8.463  -4.605  -19.994
H  -7.630  -3.434  -19.475
O  -6.255  -2.957  -21.770
H  -6.133  -2.070  -22.130
H  -5.491  -3.450  -21.969
O  -7.272  0.269  -19.176
H  -7.938  0.116  -18.512
H  -6.875  -0.581  -19.227
O  -9.824  -4.402  -17.470
H  -9.348  -4.129  -18.267
H  -9.355  -3.919  -16.759
O  -8.768  -1.246  -21.056
H  -8.442  -2.066  -20.749
H  -8.385  -0.654  -20.449
O  -11.119  -2.304  -19.277
H  -11.320  -3.150  -19.639
H  -11.740  -2.220  -18.535
O  -6.012  -2.187  -19.128
H  -5.774  -2.941  -18.566
H  -5.942  -2.478  -20.043
O  -6.065  -4.711  -18.003
H  -5.133  -4.931  -17.770
H  -6.458  -5.537  -18.224
O  -10.365  -6.257  -22.836
H  -10.307  -7.254  -22.916
H  -9.674  -6.181  -22.158

Summary:
Multiplicity: 1
LUMO: -0.022 Ha
Charge: 0
ΔE to the lowest compared entry with this formula, charge and spin: 41.02 kcal per mole
Structure (SMILES): O.O.O.O.O.O.O.O.O.O.O
Max |F|: 3.029 eV Å⁻¹



Here is a 11-piece molecular cluster, H22O11 overall in a non-equilibrium geometry from the Open Molecules 2025 dataset. Energies are from ωB97M-V with the def2-TZVPD basis set.

Positions of all 33 atoms, in Å:
O  -1.375  -2.751  -1.360
H  -2.263  -2.963  -1.622
H  -1.042  -2.389  -2.160
O  -2.458  -0.474  0.493
H  -3.162  -0.084  1.083
H  -2.228  -1.299  0.942
O  -0.558  -1.248  -3.353
H  -0.900  -0.454  -2.933
H  0.055  -1.023  -4.022
O  0.262  0.359  -0.218
H  -0.612  -0.065  -0.290
H  0.800  -0.385  0.008
O  -0.380  2.225  1.659
H  0.069  1.620  1.051
H  -1.015  2.732  1.118
O  3.050  2.371  0.531
H  2.704  2.096  -0.340
H  2.606  3.150  0.764
O  1.991  0.640  2.501
H  2.244  1.174  3.263
H  2.239  1.229  1.864
O  1.512  2.352  -1.641
H  1.064  1.650  -1.234
H  1.574  2.047  -2.538
O  -0.125  -1.160  2.752
H  0.575  -0.593  2.460
H  -0.722  -0.527  3.094
O  2.090  -1.660  0.719
H  2.978  -1.284  0.856
H  2.018  -2.346  1.327
O  -4.013  -0.968  -1.515
H  -3.658  -1.246  -2.365
H  -3.313  -0.711  -0.890

Summary:
Multiplicity: 1
LUMO: -0.001 Ha
Charge: 0
ΔE to the lowest compared entry with this formula, charge and spin: 31.36 kcal per mole
Structure (SMILES): O.O.O.O.O.O.O.O.O.O.O
Max |F|: 4.619 eV Å⁻¹